{"formula": "C4H8O3", "method": "the ωB97M-V functional and the def2-TZVPD basis", "homo_lumo_gap_ev": 9.56, "lumo_energy_ev": 0.7893, "de_lowest_ev": 3.728, "multiplicity": 1, "elements": ["O", "O", "O", "C", "C", "C", "C", "H", "H", "H", "H", "H", "H", "H", "H"], "coordinates": [[-0.358, -2.056, -0.431], [-2.002, 0.426, -0.037], [-2.809, -1.634, -0.471], [-0.279, 0.294, -0.210], [-2.942, -0.401, -0.222], [2.501, 1.247, 0.417], [0.283, -0.974, -0.271], [-0.082, 1.074, 0.499], [2.154, 0.802, 1.356], [-3.992, -0.057, -0.167], [3.409, 0.741, 0.087], [2.689, 2.311, 0.566], [1.400, -1.057, -0.283], [1.751, 1.150, -0.369], [-1.722, -1.867, -0.464]], "lowdin_charge": [-0.059, 0.012, 0.114, 0.059, -0.275, -0.063, -0.301, 0.064, 0.035, 0.165, 0.030, 0.028, 0.128, -0.016, 0.080]}

***

{"formula": "C30H55ClP2SSi2W", "method": "the ωB97M-V functional and the def2-TZVPD basis", "homo_lumo_gap_ev": [6.20, 5.77], "lumo_energy_ev": [0.5618, 0.2468], "s_squared": 2.012, "multiplicity": 3, "elements": ["W", "Cl", "S", "P", "P", "Si", "Si", "C", "C", "C", "C", "C", "C", "C", "C", "C", "C", "C", "C", "C", "C", "C", "C", "C", "C", "C", "C", "C", "C", "C", "C", "C", "C", "C", "C", "C", "C", "H", "H", "H", "H", "H", "H", "H", "H", "H", "H", "H", "H", "H", "H", "H", "H", "H", "H", "H", "H", "H", "H", "H", "H", "H", "H", "H", "H", "H", "H", "H", "H", "H", "H", "H", "H", "H", "H", "H", "H", "H", "H", "H", "H", "H", "H", "H", "H", "H", "H", "H", "H", "H", "H", "H"], "coordinates": [[-0.349, 0.145, -0.192], [2.112, 0.457, -4.535], [1.480, 0.288, 1.153], [0.159, -2.327, -0.849], [0.181, 2.668, -0.784], [-1.538, -2.775, 1.614], [-1.517, 3.049, 1.698], [2.329, -1.901, 5.120], [0.452, 0.261, -3.969], [-1.138, 3.557, -1.807], [2.553, -1.741, 2.717], [0.050, -3.276, 0.711], [-1.327, 3.130, 3.562], [-0.935, -4.676, -2.103], [-1.316, -2.463, -3.241], [-1.802, 1.317, 0.993], [-2.501, 0.868, -0.196], [-1.272, 2.897, -3.175], [-2.976, -3.885, 1.164], [-1.811, -1.022, 0.966], [2.267, -4.230, -1.054], [1.303, -0.052, 3.944], [1.757, -0.583, 2.728], [1.764, -2.886, -1.596], [2.824, -1.800, -1.430], [0.091, 3.554, 0.822], [-1.162, -3.176, -1.900], [2.250, 4.623, -0.970], [2.805, -2.426, 3.910], [-1.406, 0.138, 1.697], [-1.278, -2.884, 3.462], [1.785, 3.264, -1.507], [-2.514, -0.541, -0.208], [2.873, 2.210, -1.294], [-0.928, 5.065, -1.952], [-2.935, 4.185, 1.245], [1.578, -0.720, 5.139], [-0.325, -2.453, 3.793], [3.816, 2.553, -1.742], [-1.120, 4.174, 3.842], [-1.999, 3.451, -3.785], [3.056, 2.027, -0.225], [2.980, -2.072, 1.765], [-2.811, -4.863, 1.640], [-2.272, 2.831, 4.037], [-0.143, 1.093, -4.356], [-2.098, -2.374, 3.986], [1.548, -5.045, -1.194], [-3.117, -4.032, 0.086], [0.045, -0.648, -4.415], [-2.951, 1.517, -0.936], [-2.977, -1.168, -0.962], [2.622, 1.255, -1.772], [-3.080, 4.328, 0.168], [-1.629, 1.861, -3.102], [-1.648, -1.422, -3.125], [-1.767, 5.474, -2.531], [1.541, -3.001, -2.670], [2.545, -2.420, 6.053], [3.384, -3.346, 3.885], [-0.932, -5.246, -1.166], [3.185, -4.506, -1.590], [-1.299, -3.948, 3.746], [0.120, 4.649, 0.708], [-3.891, -3.445, 1.587], [1.517, 5.421, -1.125], [2.519, -4.170, 0.013], [-1.757, -5.073, -2.715], [1.216, -0.306, 6.081], [-2.067, -2.981, -3.853], [-0.522, 2.495, 3.949], [-0.911, 5.596, -0.993], [0.947, 3.242, 1.442], [2.483, 4.569, 0.100], [2.557, -0.884, -1.968], [0.913, -3.016, 1.344], [2.985, -1.542, -0.373], [-2.090, -3.042, -1.325], [0.425, 0.218, -2.865], [3.783, -2.143, -1.844], [0.771, 0.900, 3.930], [-0.010, 5.288, -2.509], [1.585, 3.353, -2.588], [-0.317, 2.921, -3.715], [-0.004, -4.872, -2.647], [-2.067, 3.384, -1.245], [-3.853, 3.758, 1.672], [3.171, 4.913, -1.493], [-2.756, 5.163, 1.716], [0.053, -4.365, 0.554], [-0.885, 0.123, 2.654], [-0.373, -2.481, -3.804]], "lowdin_charge": [0.724, 0.516, 0.570, 0.931, 0.927, 0.530, 0.529, -0.105, -0.552, -0.528, -0.143, -0.382, -0.158, -0.112, -0.133, -0.427, -0.232, -0.137, -0.167, -0.424, -0.120, -0.130, -0.560, -0.528, -0.144, -0.402, -0.528, -0.123, -0.087, -0.295, -0.150, -0.532, -0.216, -0.162, -0.113, -0.168, -0.093, 0.015, 0.083, 0.040, 0.086, 0.037, 0.084, 0.038, 0.041, 0.002, 0.043, 0.056, 0.019, 0.005, 0.095, 0.100, 0.014, 0.019, 0.058, 0.060, 0.082, 0.102, 0.097, 0.101, 0.069, 0.083, 0.040, 0.041, 0.041, 0.052, 0.073, 0.083, 0.103, 0.085, 0.009, 0.069, 0.042, 0.077, 0.018, 0.029, 0.032, 0.060, -0.032, 0.085, 0.074, 0.073, 0.098, 0.062, 0.072, 0.057, 0.041, 0.082, 0.039, 0.045, 0.085, 0.061]}

***

{"formula": "C3H2FNOS", "method": "the ωB97M-V functional and the def2-TZVPD basis", "homo_lumo_gap_ev": [7.37, 7.39], "lumo_energy_ev": [-1.7118, -1.9976], "de_lowest_ev": 5.298, "multiplicity": 1, "elements": ["S", "F", "O", "N", "C", "C", "C", "H", "H"], "coordinates": [[-1.005, 1.620, 0.001], [1.018, -1.261, -2.628], [-2.180, 2.220, 0.576], [0.389, -0.511, 0.844], [-0.530, 0.380, 1.071], [0.879, -0.685, -0.343], [0.359, -1.282, -1.417], [1.861, -0.885, -0.220], [-0.791, 0.403, 2.116]], "lowdin_charge": [0.960, -0.015, -0.524, -0.002, -0.386, -0.286, 0.063, 0.099, 0.091]}